1.
The following is a quantum chemistry calculation of a molecular structure, C29H60BI2N6O8, from OMol25.

Strongest force on any atom   0.0137 hartree/bohr
Total charge   -1
Electronic energy   -2691.75357 Ha

Geometry as XYZ:
```
106
Properties=species:S:1:pos:R:3:forces:R:3:mulliken_charge:R:1
C 5.057904 -2.334596 5.039946 0.0 0.1 -0.4 -1.1134
C 3.717034 -2.721226 4.390680 0.0 -0.1 0.1 -0.4574
O 3.131246 -1.663654 3.675364 0.2 0.1 0.2 -0.1589
C 3.757056 -1.385771 2.436180 0.0 0.0 -0.3 -0.6079
C 3.747597 0.107701 2.143900 0.0 0.0 -0.1 -0.8330
C 2.390459 0.777393 2.380900 0.0 -0.2 -0.2 -0.3527
C 1.428622 0.556797 1.194476 -0.3 0.3 0.3 -0.6010
C -0.057862 0.487174 1.582506 0.1 -0.1 0.1 -0.7234
B -0.540739 -0.911941 2.245410 0.3 -0.2 -0.2 0.2987
C -0.446495 -2.186865 1.170096 -0.1 -0.1 -0.1 0.0720
I 0.699555 -3.834183 1.835328 -0.1 0.1 0.0 -0.1403
C -1.047525 -2.226061 -0.014643 0.1 0.1 0.1 0.2404
C -1.867041 -1.089930 -0.585363 -0.2 -0.3 -0.3 -1.1271
I -0.969246 -3.889641 -1.352894 0.0 0.0 0.0 -0.0697
N -2.073814 -0.818630 2.699942 0.2 0.0 0.7 0.1119
C -2.556053 -2.094240 3.145947 -0.2 0.0 -0.4 0.5334
C -3.618189 -2.739247 2.281342 0.1 0.0 0.0 -1.3599
O -2.177288 -2.638784 4.154518 -0.1 0.1 0.2 -0.5681
C -2.367441 0.124494 3.720654 0.0 0.0 -0.2 0.5008
C -1.322938 0.462948 4.746283 0.2 0.2 0.1 -0.9448
O -3.482333 0.608997 3.793864 -0.1 -0.1 0.1 -0.6177
H 5.137689 -2.717308 6.056369 0.0 0.0 0.0 0.3416
H 5.905991 -2.696216 4.455414 0.0 0.0 0.1 0.3397
H 5.125853 -1.245754 5.055523 0.0 0.0 0.2 0.2747
H 2.995955 -2.999400 5.159925 -0.1 0.1 0.0 0.3189
H 3.843155 -3.592696 3.734777 0.0 0.0 0.0 0.3381
H 4.787289 -1.765241 2.437228 0.0 0.1 0.0 0.5114
H 3.229859 -1.915415 1.631910 -0.1 -0.1 0.1 0.1387
H 4.556027 0.605934 2.689862 -0.1 0.0 0.2 0.3852
H 3.979666 0.223580 1.078703 0.2 0.0 0.0 0.1478
H 1.930179 0.404253 3.297430 0.1 -0.1 0.0 0.3512
H 2.548736 1.845582 2.511904 -0.1 0.0 0.0 0.3862
H 1.716137 -0.332547 0.619404 0.0 -0.1 0.1 0.2400
H 1.554910 1.410776 0.532276 0.2 -0.1 -0.2 0.3035
H -0.646353 0.755985 0.700121 -0.1 0.1 0.1 0.2312
H -0.235055 1.291605 2.304783 0.0 0.1 -0.1 0.0885
H 0.181380 -1.205452 3.176655 -0.1 0.0 0.1 -0.0861
H -2.380657 -1.405573 -1.492722 0.0 0.0 0.0 0.5935
H -1.230564 -0.247203 -0.846331 0.0 0.0 0.0 0.1355
H -2.617224 -0.775283 0.139946 0.1 0.2 0.1 0.1535
H -4.526899 -2.817922 2.882474 0.0 0.0 0.0 0.4222
H -3.306091 -3.746999 2.005172 0.0 0.0 0.0 0.2497
H -3.826752 -2.144307 1.397932 0.0 0.0 0.0 0.2173
H -0.998447 -0.453870 5.241242 0.0 -0.1 -0.1 0.2751
H -0.436628 0.905957 4.295714 0.0 -0.1 0.0 0.1897
H -1.740149 1.157082 5.474406 -0.1 0.0 0.0 0.3705
C 1.460706 -0.992816 -3.630622 0.0 0.0 0.0 0.2186
O 1.959953 0.102486 -3.441870 0.0 0.0 0.0 -0.7014
N 1.099318 -1.445698 -4.850698 -0.1 0.0 0.0 0.1844
C 0.532655 -2.759315 -5.069596 0.1 0.0 0.0 -0.5826
C 1.296175 -0.584632 -6.004343 0.0 0.0 0.2 -0.6226
H 1.265703 -1.710458 -2.817250 0.0 0.0 0.0 0.2530
H 1.178944 -3.334971 -5.739931 -0.1 0.0 0.0 0.2781
H -0.459820 -2.682828 -5.522395 0.0 0.0 0.0 0.2587
H 0.434876 -3.302093 -4.131514 0.0 0.1 0.1 0.0557
H 2.350430 -0.329958 -6.119208 0.0 0.0 0.0 0.2946
H 0.736312 0.344605 -5.888170 0.0 0.0 0.0 0.2895
H 0.959876 -1.108429 -6.892583 0.0 0.1 -0.1 -0.0063
C -8.746801 1.114402 3.701896 0.0 0.0 0.0 0.1205
O -9.956344 1.109635 3.865778 0.0 0.0 0.0 -0.6192
N -7.850939 0.697533 4.610347 0.0 0.0 0.0 0.1666
C -6.416877 0.727571 4.367089 -0.1 0.0 0.1 -0.8462
C -8.341972 0.199734 5.880707 0.0 0.0 0.0 -0.9680
H -8.278624 1.471981 2.769761 0.0 0.0 0.0 0.2898
H -5.987960 -0.272013 4.426847 0.0 0.0 0.0 0.3435
H -5.916124 1.361444 5.098794 0.1 0.0 0.0 0.3112
H -6.214676 1.122801 3.375199 0.0 0.0 0.0 0.2248
H -8.996332 -0.660048 5.729841 0.0 0.0 0.0 0.2941
H -8.916972 0.968701 6.399026 0.0 0.0 0.0 0.2890
H -7.493725 -0.094477 6.494185 0.0 0.0 0.0 0.3822
C 4.021843 2.556467 -1.204610 -0.1 -0.3 -0.2 0.3306
O 3.390591 2.696703 -0.178317 0.1 0.3 0.0 -0.6465
N 5.177038 3.206717 -1.478386 0.0 0.1 0.0 0.1723
C 5.898397 3.002501 -2.712846 0.0 0.0 0.1 -0.9398
C 5.694147 4.128438 -0.484088 0.0 -0.1 0.0 -0.9408
H 3.702712 1.868271 -2.006117 0.0 0.0 0.0 0.1702
H 6.902758 2.616813 -2.519935 0.0 0.0 0.0 0.3449
H 5.987284 3.936826 -3.273319 0.0 0.0 0.0 0.3404
H 5.362783 2.280663 -3.327053 0.0 0.0 0.0 0.2844
H 5.881132 3.610487 0.457416 0.0 0.0 0.0 0.2643
H 4.974239 4.923982 -0.286702 0.0 0.0 0.0 0.2724
H 6.622312 4.562664 -0.850672 0.0 0.0 0.0 0.3936
C 0.562002 4.054091 1.562628 0.1 -0.3 -0.2 0.5688
O 0.819769 3.597923 2.655383 0.0 0.3 0.2 -0.6487
N -0.302837 5.075594 1.351772 0.0 0.1 0.0 0.1395
C -0.587934 5.573241 0.027351 0.0 0.0 0.1 -0.9681
C -0.966425 5.661182 2.500434 0.0 -0.1 0.0 -0.9342
H 1.008552 3.653143 0.637510 0.0 0.0 0.0 -0.0403
H -0.322993 6.630869 -0.060742 0.0 0.0 0.0 0.3450
H -1.648021 5.460207 -0.214113 0.0 0.0 0.0 0.3450
H -0.007678 5.008130 -0.700234 0.0 0.0 0.0 0.3107
H -0.235054 6.070562 3.199193 0.0 0.0 0.0 0.2852
H -1.548517 4.906819 3.031616 0.0 0.0 0.0 0.2438
H -1.628126 6.456346 2.161828 0.0 0.0 0.0 0.3951
C 0.936755 -3.008359 -9.022001 0.0 0.0 0.1 0.0449
O 1.213260 -1.828656 -9.124932 0.0 -0.1 -0.1 -0.6078
N -0.304769 -3.512840 -9.163416 0.0 0.0 0.0 0.1420
C -0.585425 -4.924544 -9.013962 0.0 0.1 0.0 -0.9558
C -1.390496 -2.595829 -9.465842 0.1 0.0 0.0 -0.9623
H 1.692321 -3.776285 -8.783805 0.0 0.0 0.0 0.3514
H -1.005405 -5.336058 -9.934325 0.0 0.0 0.0 0.3622
H -1.293338 -5.094959 -8.200363 0.0 0.0 0.0 0.3457
H 0.337063 -5.455287 -8.785733 0.0 0.0 0.0 0.3009
H -1.201400 -2.076640 -10.405796 0.0 0.0 0.0 0.3131
H -1.486758 -1.844388 -8.681704 0.0 0.0 0.0 0.2772
H -2.318078 -3.158249 -9.541966 0.0 0.0 0.0 0.3932
```
Forces are in eV/Å.

2.
The following is a quantum chemistry calculation of a molecular structure, C45H65BN5P2SeW, from OMol25.

Strongest force on any atom   0.0393 hartree/bohr
Total charge   +1
⟨S²⟩   2.039
2S+1   3
Electronic energy   -5203.38156 Ha

Geometry as XYZ:
```
120
Properties=species:S:1:pos:R:3:forces:R:3:mulliken_spin:R:1
W 0.267988 -0.852918 -0.036143 -1.2 1.6 -0.2 1.4899
C -0.456512 2.010082 4.174257 0.0 -0.1 -0.1 -0.0028
C 1.049688 1.901082 3.942557 -0.2 -0.2 -0.5 0.0123
C 1.804288 1.541382 5.228957 0.0 -0.2 -0.1 -0.0020
C 1.570188 3.262882 3.472057 0.0 -0.1 -0.2 -0.0006
P 1.262788 0.602082 2.536057 0.5 -0.1 0.9 0.0128
C 3.105388 0.506582 2.281257 -0.3 0.2 0.0 -0.0406
N 3.351288 0.015682 0.956957 0.2 0.0 0.4 0.0018
B 2.406488 -0.393818 -0.042443 -0.1 -0.1 -0.5 -0.0325
N 3.143588 -0.393018 -1.261443 0.3 -0.2 -0.3 0.0074
C 2.561688 -0.388418 -2.568043 -0.1 -0.1 -0.1 -0.0078
P 0.722388 -0.195818 -2.329043 0.6 0.4 -0.8 0.0462
C 0.358788 1.657682 -2.263443 0.0 -0.2 0.1 0.1047
C -1.111412 1.791882 -1.869543 0.0 -0.2 0.0 -0.0421
C 1.291288 2.277182 -1.195543 0.2 0.0 0.1 -0.0450
C 0.613788 2.385282 -3.582943 0.0 -0.2 0.1 -0.0008
C 0.102188 -1.025618 -3.924643 -0.2 0.0 0.5 -0.0038
C 0.215088 -2.528618 -3.655343 -0.1 0.0 0.2 0.0189
C 0.937688 -0.666718 -5.154843 0.0 0.1 0.3 0.0016
C -1.368312 -0.696218 -4.171343 0.0 0.1 0.2 0.0028
C 4.470488 -0.105018 -1.009743 0.4 0.2 0.2 0.0146
C 5.561088 -0.035518 -1.855643 -0.3 0.0 0.0 0.0022
C 6.794588 0.264482 -1.298343 0.2 0.0 0.0 0.0010
C 6.928288 0.497282 0.063057 0.2 0.0 -0.2 0.0032
C 5.834888 0.450782 0.915457 -0.2 0.0 0.1 -0.0008
C 4.601688 0.145282 0.369657 0.5 0.0 -0.4 0.0037
C 0.828588 -1.156918 3.183757 0.0 0.2 -0.1 0.0728
C -0.539212 -1.473918 2.597457 0.4 0.5 0.1 -0.0187
C 0.739288 -1.317418 4.702157 0.0 0.2 -0.1 0.0022
C 1.849688 -2.190218 2.688457 0.1 0.1 -0.2 -0.0512
H -0.680212 2.811482 4.874057 0.0 0.1 0.1 0.0004
H -0.877712 1.091182 4.572957 -0.1 -0.1 0.1 0.0013
H -0.955812 2.239282 3.235857 -0.1 0.0 0.0 0.0010
H 2.095288 2.455382 5.745057 0.0 0.1 -0.1 0.0008
H 2.717088 0.985082 5.025957 0.1 0.0 0.1 0.0002
H 1.188588 0.974482 5.919157 0.0 -0.1 0.0 0.0002
H 1.420688 3.986382 4.273757 0.0 0.0 0.1 0.0003
H 1.023088 3.631082 2.612457 0.1 0.0 0.1 -0.0010
H 2.635688 3.243782 3.243557 0.0 0.0 0.0 -0.0007
H 3.553788 -0.121818 3.058857 -0.1 0.1 0.0 -0.0036
H 3.532188 1.513182 2.385357 -0.1 -0.1 0.1 -0.0012
H 2.764488 -1.323418 -3.103743 -0.1 0.1 0.0 -0.0093
H 2.969288 0.435782 -3.167643 -0.1 -0.1 0.0 -0.0046
H -1.322112 1.139382 -1.016443 -0.2 0.2 0.0 0.0423
H -1.764112 1.505682 -2.689643 -0.1 0.0 0.0 -0.0025
H -1.346412 2.816182 -1.590343 0.0 0.1 0.0 -0.0019
H 1.913488 2.547382 0.782857 0.0 0.1 -0.1 0.0098
H 1.385988 3.335782 -1.455943 0.0 -0.1 0.0 0.0002
H 2.286688 1.846682 -1.313043 0.1 0.1 0.0 0.0165
H -0.054012 2.020582 -4.356843 0.0 0.0 -0.2 -0.0011
H 1.645288 2.273082 -3.913143 0.1 0.0 -0.1 0.0001
H 0.417788 3.449082 -3.454843 0.0 0.1 0.0 0.0018
H 1.219088 -2.814718 -3.345343 0.1 -0.1 0.0 -0.0020
H -0.030212 -3.078518 -4.561043 0.0 0.0 -0.2 0.0011
H -0.487012 -2.821418 -2.875643 0.0 -0.1 0.0 -0.0028
H 1.936788 -1.086818 -5.098543 0.2 0.0 0.0 -0.0002
H 1.017888 0.403782 -5.305843 0.0 0.1 -0.1 -0.0003
H 0.455088 -1.091218 -6.033243 -0.1 -0.1 -0.1 0.0003
H -1.947212 -0.859418 -3.261343 -0.1 0.0 0.0 0.0012
H -1.758712 -1.356418 -4.945543 0.0 -0.1 -0.1 -0.0001
H -1.511912 0.326582 -4.513543 0.0 0.1 0.0 0.0002
H 5.447188 -0.228118 -2.912743 0.1 0.0 -0.1 -0.0012
H 7.661388 0.313582 -1.940443 0.1 0.0 0.0 0.0002
H 7.906488 0.711582 0.462757 0.1 0.1 0.1 0.0004
H 5.957988 0.636582 1.971757 0.0 0.0 0.1 -0.0002
H -1.255612 -0.683018 2.819157 -0.1 -0.1 -0.3 -0.0049
H -0.930112 -2.415318 2.988257 0.1 -0.1 -0.3 0.0045
H -0.441312 -1.604618 1.493357 -1.1 -0.8 1.4 0.0677
H -0.029312 -0.684118 5.131057 0.0 0.1 0.2 -0.0011
H 1.687988 -1.132318 5.195257 0.1 0.1 0.1 0.0011
H 0.461988 -2.350018 4.918357 0.0 -0.1 -0.1 -0.0002
H 2.070888 -2.079818 1.623357 0.0 -0.2 0.2 0.0213
H 1.447788 -3.190618 2.852457 -0.1 0.0 0.0 -0.0007
H 2.781288 -2.128618 3.246357 0.1 0.0 0.0 -0.0019
N -2.752612 7.733382 2.247557 -0.3 0.4 0.1 0.0000
C -2.192112 6.819582 1.845357 -0.2 0.3 0.1 0.0001
C -1.473212 5.691982 1.383057 0.5 -0.8 -0.2 -0.0003
C -2.027212 4.414382 1.449657 0.1 0.2 -0.1 -0.0026
C -1.274912 3.318882 1.066757 0.2 -0.1 -0.1 0.0095
C 0.037388 3.454882 0.630857 -0.2 0.1 0.2 0.0235
C 0.564888 4.745982 0.534557 -0.1 -0.2 -0.1 0.0016
C -0.171512 5.851282 0.904357 -0.1 0.0 0.0 -0.0002
C 0.948688 2.271582 0.329557 0.2 0.1 -0.4 -0.0054
C 0.519988 0.924282 0.931757 0.0 -0.9 0.2 -0.0074
H -3.036212 4.283382 1.809257 -0.1 0.0 0.0 -0.0001
H -1.707112 2.332082 1.112957 0.0 -0.1 0.1 -0.0042
H 1.584188 4.882582 0.203257 0.1 0.0 0.0 -0.0003
H 0.256788 6.840782 0.849857 0.0 0.1 0.0 0.0000
C -7.990012 -0.373018 -0.650943 0.0 0.1 -0.1 -0.0005
C -6.541912 -0.756718 -0.658743 0.1 -0.1 0.0 0.0079
C -5.617412 -0.079418 0.116257 -0.1 -0.1 -0.1 -0.0060
C -4.278212 -0.442818 0.156457 0.0 0.0 -0.1 0.0197
C -3.388812 0.302282 1.100857 0.2 -0.1 -0.1 -0.0180
C -3.838212 -1.493918 -0.644343 0.3 0.3 0.1 0.0269
Se -2.020212 -2.154918 -0.623843 0.2 -0.4 -0.1 0.0521
C -4.747712 -2.171718 -1.469043 0.1 0.0 0.0 0.0069
C -4.306612 -3.282418 -2.371043 0.1 -0.1 0.0 0.0020
C -6.081512 -1.801518 -1.448743 0.0 0.1 0.1 -0.0044
H -8.253612 0.121482 0.281557 -0.1 0.0 0.0 0.0001
H -8.629712 -1.245518 -0.774743 0.0 0.0 0.0 0.0002
H -8.201512 0.315982 -1.470443 -0.1 0.0 0.0 0.0007
H -5.945212 0.747182 0.730357 -0.1 0.1 0.1 -0.0004
H -3.668012 1.354682 1.110157 0.0 0.1 0.1 -0.0012
H -2.338412 0.203282 0.808957 -0.2 0.1 0.2 0.0665
H -3.520912 -0.093018 2.110357 0.1 0.0 0.1 -0.0008
H -3.728112 -4.020118 -1.812143 0.0 0.0 -0.1 0.0021
H -3.664912 -2.887818 -3.161143 0.1 -0.1 0.0 -0.0028
H -5.160012 -3.774318 -2.831043 -0.1 0.0 0.0 0.0002
H -6.783712 -2.348518 -2.062243 -0.1 -0.1 -0.1 -0.0002
C -0.595412 -5.915818 -0.167643 -0.5 -0.2 0.5 0.0105
N 0.453188 -5.254218 -0.918443 -0.1 -0.2 -0.1 0.0136
C 1.233588 -6.067718 -1.824343 0.4 -0.3 -0.3 0.0065
C 0.684388 -4.003818 -0.709643 0.3 1.1 0.2 0.1372
N 0.857288 -2.875318 -0.470643 -0.1 -1.0 -0.1 -0.0117
H -0.173912 -6.516218 0.642857 0.0 0.0 -0.1 0.0005
H -1.158712 -6.567018 -0.836443 0.0 0.1 0.0 -0.0002
H -1.269612 -5.170618 0.253157 0.0 0.0 -0.1 -0.0007
H 1.788288 -6.827618 -1.267343 0.0 0.1 0.0 0.0005
H 1.935088 -5.449018 -2.378243 0.0 0.0 0.0 -0.0017
H 0.566288 -6.568918 -2.529243 0.0 0.1 0.0 0.0000
```
Forces are in eV/Å.